No. 1
Density functional theory data (the ωB97M-V functional and the def2-TZVPD basis) for a molecular structure, C24H60O12 in a non-equilibrium geometry.

Each line ends with the Löwdin charge.
Geometry (Å):
1 C -3.9778 2.0641 -2.8731  -0.08
2 O -3.6291 3.3456 -3.4219  -0.16
3 C -2.2421 3.6771 -3.4828  -0.17
4 C -1.5662 3.2015 -4.7827  -0.16
5 O -1.4411 1.7690 -4.9237  -0.27
6 C -0.5112 1.2651 -5.9025  -0.05
7 H -3.7648 1.2978 -3.6185  0.07
8 H -5.0465 2.0026 -2.6680  0.09
9 H -3.3663 1.7650 -2.0218  0.08
10 H -1.6088 3.4581 -2.6232  0.12
11 H -2.1419 4.7542 -3.6168  0.12
12 H -0.6541 3.7469 -5.0250  0.12
13 H -2.1280 3.5777 -5.6377  0.12
14 H -0.8550 1.1810 -6.9334  0.09
15 H -0.2325 0.3173 -5.4419  0.10
16 H 0.3858 1.8836 -5.9293  0.09
17 C 2.8047 -4.1176 2.2916  -0.09
18 O 1.8100 -3.2427 2.7711  -0.17
19 C 1.5371 -2.1990 1.8676  -0.15
20 C 2.5713 -1.0004 2.1270  -0.13
21 O 1.7494 0.1263 2.3611  -0.25
22 C 2.3165 1.4049 2.5037  -0.06
23 H 2.5469 -4.4631 1.2905  0.05
24 H 2.6813 -4.9971 2.9235  0.10
25 H 3.7416 -3.5990 2.0881  0.10
26 H 0.4928 -1.9161 2.0003  0.15
27 H 1.5113 -2.5932 0.8517  0.03
28 H 3.1972 -0.9587 1.2357  0.08
29 H 3.1026 -1.2556 3.0439  0.14
30 H 1.4511 2.0484 2.6621  0.07
31 H 2.7705 1.8571 1.6219  0.08
32 H 3.0427 1.3578 3.3152  0.11
33 C -2.0981 -1.1577 -2.9044  -0.12
34 O -0.9945 -1.9952 -2.6964  -0.13
35 C -0.4019 -1.8273 -1.4110  -0.14
36 C 0.4234 -2.9844 -0.7727  -0.09
37 O 1.5775 -3.1615 -1.6203  -0.30
38 C 2.2740 -4.3993 -1.3747  -0.07
39 H -1.8700 -0.0922 -2.8756  0.04
40 H -2.9624 -1.2822 -2.2521  0.09
41 H -2.4879 -1.4305 -3.8851  0.10
42 H -1.2731 -1.7620 -0.7592  0.13
43 H 0.1801 -0.9095 -1.3271  0.05
44 H -0.1594 -3.8654 -0.5039  0.14
45 H 0.8724 -2.5966 0.1417  0.03
46 H 3.0532 -4.4816 -2.1324  0.09
47 H 1.5700 -5.2207 -1.5078  0.10
48 H 2.6866 -4.3137 -0.3694  0.06
49 C 3.2874 -1.9955 -2.0747  -0.12
50 O 2.0450 -1.3804 -2.2658  -0.16
51 C 2.1577 -0.0292 -1.7905  -0.19
52 C 2.5118 0.0088 -0.2432  -0.20
53 O 3.8915 -0.2551 -0.0578  -0.23
54 C 4.7529 0.9020 -0.2028  -0.03
55 H 3.4081 -2.5076 -1.1201  0.09
56 H 4.2284 -1.4978 -2.3090  0.11
57 H 3.2163 -2.8201 -2.7839  0.09
58 H 1.2139 0.5123 -1.7263  -0.03
59 H 2.8223 0.4021 -2.5391  0.15
60 H 1.9981 -0.7940 0.2858  0.10
61 H 2.3148 0.9650 0.2415  0.10
62 H 5.7880 0.5632 -0.1596  0.10
63 H 4.5709 1.7264 0.4867  0.08
64 H 4.5582 1.2466 -1.2184  0.08
65 C -0.6809 2.2794 2.4944  -0.21
66 O -0.1695 2.2778 1.2123  -0.11
67 C -0.0396 0.9450 0.7221  -0.11
68 C 0.4534 0.8337 -0.7168  -0.30
69 O -0.5649 1.1916 -1.7003  -0.12
70 C -0.1622 1.1094 -3.0619  -0.13
71 H -0.5864 3.2696 2.9401  0.14
72 H -0.1263 1.5104 3.0321  0.10
73 H -1.7108 1.9256 2.5405  -0.18
74 H -1.0033 0.4416 0.7987  0.15
75 H 0.6525 0.4306 1.3888  0.06
76 H 0.7768 -0.2002 -0.8376  0.04
77 H 1.3278 1.4403 -0.9524  0.14
78 H -1.0329 1.2635 -3.6993  0.00
79 H 0.1626 0.0981 -3.3067  0.10
80 H 0.6878 1.7718 -3.2257  0.13
81 C -2.7091 2.1418 2.9790  -0.13
82 O -2.3813 0.9836 3.6920  -0.13
83 C -2.2410 0.9315 5.0898  -0.16
84 C -3.5500 0.5314 5.8198  -0.20
85 O -4.0913 -0.7176 5.4633  -0.19
86 C -5.2845 -1.0861 6.2130  -0.08
87 H -3.7511 2.2404 2.6745  0.13
88 H -2.0979 2.0949 2.0777  0.08
89 H -2.2448 2.9206 3.5839  0.13
90 H -1.8065 1.8366 5.5142  0.13
91 H -1.4169 0.2472 5.2917  0.13
92 H -4.3025 1.2617 5.5224  0.13
93 H -3.1408 0.4470 6.8266  0.12
94 H -6.1032 -0.3698 6.2817  0.08
95 H -4.9792 -1.3342 7.2295  0.08
96 H -5.5871 -2.0429 5.7875  0.09

Values from the calculation:
LUMO: 0.721 eV
Total charge: 0
Relative energy (zero: lowest compared OMol25 entry of this formula, charge and spin): 30.993 eV
E_HOMO: -6.79 eV
Energy: -1852.03464 hartree

No. 2
Density functional theory data (the ωB97M-V functional and the def2-TZVPD basis) for a molecular structure, C24H61BaN2O16P3 in a non-equilibrium geometry.

Each line ends with the Löwdin charge.
Geometry (Å):
1 Ba 1.5434 -0.5397 1.1576  1.95
2 O 3.3446 -2.0632 2.2415  -0.68
3 H 4.2050 -2.4604 2.1357  -0.16
4 O 2.5917 1.8151 1.3538  -0.64
5 H 3.3342 2.4030 1.4600  -0.12
6 C 2.4679 -3.2661 -0.8310  -0.33
7 O 1.4300 -2.7465 -0.4421  -0.15
8 N 2.5435 -4.0235 -1.9313  -0.18
9 C 3.7575 -4.7807 -2.2632  -0.04
10 C 1.3783 -4.2648 -2.7665  -0.03
11 H 3.4132 -3.3031 -0.2709  0.14
12 H 3.7568 -5.0233 -3.3228  0.08
13 H 3.8111 -5.7097 -1.6972  0.09
14 H 4.5973 -4.1174 -2.0607  0.09
15 H 1.3042 -3.4711 -3.5132  0.08
16 H 1.2777 -5.2811 -3.1353  0.09
17 H 0.4938 -4.1146 -2.1391  0.06
18 C 0.6287 -1.2740 4.6767  -0.31
19 O 0.2991 -0.9627 3.5399  -0.16
20 N 1.2376 -0.4270 5.5265  -0.18
21 C 1.6082 -0.8202 6.8607  -0.07
22 C 1.7907 0.8525 5.0859  -0.02
23 H 0.3859 -2.2399 5.1425  0.15
24 H 1.0568 -1.6671 7.2774  0.09
25 H 1.3525 -0.0232 7.5643  0.09
26 H 2.6652 -1.0858 6.9357  0.09
27 H 2.8504 0.8659 5.3451  0.10
28 H 1.6485 0.9823 4.0186  0.06
29 H 1.3282 1.6699 5.6445  0.09
30 C 3.5923 -1.0795 -5.0922  -0.06
31 C 2.8260 -0.8072 -3.8129  -0.28
32 O 2.6960 0.6001 -3.6200  -0.17
33 P 1.5853 1.1190 -2.5725  0.44
34 O 1.2887 0.1836 -1.4671  -0.35
35 O 2.1214 2.5543 -2.1910  -0.18
36 C 3.4139 2.6824 -1.5658  -0.25
37 C 4.4910 3.0206 -2.6117  -0.06
38 O 0.3113 1.4087 -3.4938  -0.18
39 C -0.7152 2.3414 -3.0506  -0.24
40 C -1.6101 2.5498 -4.2278  -0.06
41 H 3.0761 -0.5442 -5.8886  0.08
42 H 4.6321 -0.7468 -5.0844  0.08
43 H 3.6076 -2.1531 -5.2809  0.07
44 H 1.8415 -1.2482 -4.0235  0.11
45 H 3.1792 -1.3182 -2.9158  0.11
46 H 3.4146 3.5102 -0.8647  0.11
47 H 3.6413 1.7666 -1.0291  0.10
48 H 4.5641 2.1834 -3.3058  0.06
49 H 4.1848 3.9438 -3.1010  0.08
50 H 5.4679 3.1300 -2.1442  0.08
51 H -1.2448 1.8877 -2.2122  0.10
52 H -0.2027 3.2332 -2.6882  0.11
53 H -1.0637 2.7693 -5.1441  0.08
54 H -2.2515 1.6792 -4.3895  0.08
55 H -2.3358 3.3613 -4.1206  0.08
56 C -2.2725 -5.0506 0.8049  -0.06
57 C -2.0419 -4.2579 -0.4662  -0.27
58 O -2.8869 -3.1027 -0.4948  -0.18
59 P -2.2564 -1.6620 -0.1688  0.46
60 O -0.9334 -1.7144 0.4520  -0.32
61 O -2.3167 -0.8811 -1.5846  -0.18
62 C -1.6182 -1.4150 -2.7173  -0.24
63 C -2.5682 -2.2953 -3.5434  -0.05
64 O -3.4388 -0.9727 0.6734  -0.17
65 C -3.3022 -1.1488 2.1030  -0.25
66 C -4.5075 -1.9779 2.5456  -0.06
67 H -3.2398 -5.5527 0.8638  0.08
68 H -1.5362 -5.8425 0.9565  0.08
69 H -2.1958 -4.3824 1.6650  0.07
70 H -1.0032 -3.9232 -0.5307  0.08
71 H -2.1863 -4.8900 -1.3456  0.12
72 H -1.2583 -0.5799 -3.3155  0.10
73 H -0.7374 -1.9590 -2.3604  0.10
74 H -2.0434 -2.5846 -4.4546  0.08
75 H -2.9596 -3.1109 -2.9442  0.06
76 H -3.4197 -1.6747 -3.8287  0.08
77 H -2.3580 -1.6203 2.3828  0.10
78 H -3.2571 -0.1885 2.6153  0.10
79 H -4.5081 -2.1194 3.6308  0.08
80 H -5.4118 -1.5387 2.1312  0.08
81 H -4.4832 -3.0196 2.2121  0.07
82 C -1.8138 3.4068 5.1540  -0.07
83 C -1.7574 2.4005 4.0377  -0.25
84 O -1.5263 3.1342 2.8133  -0.17
85 P -1.4867 2.3464 1.4254  0.41
86 O -0.7109 1.1022 1.4696  -0.32
87 O -3.0454 2.1618 1.0970  -0.17
88 C -3.5247 2.0954 -0.2546  -0.26
89 C -3.9315 3.4390 -0.8119  -0.07
90 O -1.0088 3.4418 0.3983  -0.18
91 C 0.3522 3.9388 0.4512  -0.24
92 C 0.3492 5.4623 0.5364  -0.05
93 H -2.1156 2.9438 6.0954  0.08
94 H -0.8529 3.8886 5.3377  0.08
95 H -2.5403 4.1840 4.9189  0.08
96 H -0.9840 1.6286 4.0893  0.10
97 H -2.7041 1.8589 3.9293  0.11
98 H -2.8404 1.6056 -0.9445  0.09
99 H -4.4068 1.4661 -0.1423  0.12
100 H -3.1185 4.1692 -0.8067  0.07
101 H -4.3386 3.3474 -1.8193  0.08
102 H -4.6973 3.9431 -0.2142  0.08
103 H 0.9777 3.4772 1.2195  0.09
104 H 0.7739 3.5717 -0.4877  0.09
105 H 1.2205 5.8942 0.0394  0.07
106 H -0.4592 5.8477 -0.0886  0.07
107 H 0.3175 5.7586 1.5806  0.08

Values from the calculation:
LUMO: -2.492 eV
Total charge: 0
E_HOMO: -6.79 eV
Energy: -3314.38733 hartree